# 1
DFT (ωB97M-V with the def2-TZVPD basis set) results for C3H6N2S in the gas phase in a non-equilibrium geometry.

Last column: Mulliken charge in e.
Positions of all 12 atoms, in Å:
C: 1.17 0.35 -0.81  -1.531
C: -0.04 0.02 0.03  0.981
N: 0.08 0.39 1.31  -0.546
S: -0.38 -1.85 -0.23  -0.241
C: -1.30 0.61 -0.46  0.026
N: -2.41 0.93 -0.59  -0.489
H: 0.82 0.53 -1.88  0.325
H: 1.81 -0.49 -0.79  0.408
H: 1.70 1.20 -0.53  0.419
H: -0.76 0.16 1.73  0.261
H: 0.91 0.04 1.81  0.239
H: -1.60 -1.89 0.40  0.148

HOMO level (eV): -9.48
SMILES: C[C@](N)(S)C#N
LUMO level (eV): 0.695
Orbital gap (eV): 10.17
ΔE to the lowest compared entry with this formula, charge and spin (eV): 1.412

# 2
DFT (ωB97M-V with the def2-TZVPD basis set) results for a molecular structure, C28H24N8NaO6S in a non-equilibrium geometry.

Last column: Mulliken charge in e.
Positions of all 68 atoms, in Å:
Na: 1.22 0.18 0.97  0.938
C: -6.32 -2.06 0.59  -1.480
C: -5.02 -1.50 1.10  1.094
C: -3.80 -2.07 0.73  -0.877
C: -2.60 -1.56 1.19  -0.388
C: -2.59 -0.46 2.03  -0.599
C: -3.79 0.11 2.43  -0.414
C: -4.99 -0.41 1.96  -0.714
S: -1.05 0.28 2.55  1.798
O: -1.40 1.19 3.64  -0.834
O: -0.68 1.00 1.30  -0.700
N: -0.12 -0.87 2.86  -0.443
C: 0.77 -0.77 4.03  -0.722
C: 2.15 -0.15 3.81  0.384
O: 2.88 0.01 4.81  -0.858
O: 2.45 0.20 2.63  -0.612
H: -6.15 -2.87 -0.11  0.338
H: -6.91 -1.29 0.08  0.316
H: -6.94 -2.45 1.40  0.338
H: -3.80 -2.94 0.07  0.271
H: -1.66 -2.02 0.91  0.486
H: -3.77 0.96 3.10  0.492
H: -5.93 0.04 2.27  0.387
H: 0.93 -1.79 4.41  0.326
H: 0.28 -0.23 4.85  0.324
O: -5.10 2.72 -2.63  -0.481
C: -3.83 3.08 -2.92  0.573
O: -3.61 4.12 -3.47  -0.572
C: -2.76 2.11 -2.52  0.746
C: -3.03 0.75 -2.38  -1.231
C: -2.02 -0.12 -1.99  -0.379
C: -0.76 0.39 -1.73  0.060
C: -0.48 1.74 -1.84  -0.123
C: -1.48 2.60 -2.28  -1.015
N: 0.28 -0.45 -1.23  0.700
C: 0.52 -1.56 -1.79  -0.781
C: 1.55 -2.48 -1.21  0.675
C: 1.88 -3.65 -1.85  -0.908
C: 2.84 -4.47 -1.27  -0.316
C: 3.41 -4.08 -0.07  -0.867
C: 3.00 -2.88 0.51  -0.340
N: 2.09 -2.10 -0.05  0.274
H: -5.09 1.95 -2.05  0.318
H: -4.01 0.34 -2.57  0.427
H: -2.23 -1.17 -1.83  0.459
H: 0.49 2.11 -1.56  0.308
H: -1.30 3.66 -2.38  0.441
H: 0.00 -1.89 -2.70  0.381
H: 1.40 -3.92 -2.79  0.429
H: 3.13 -5.40 -1.74  0.408
H: 4.15 -4.68 0.43  0.402
H: 3.40 -2.53 1.45  0.535
N: 3.59 2.82 2.40  0.314
C: 2.33 2.70 1.98  -0.478
N: 2.31 2.49 0.67  -0.294
C: 3.63 2.45 0.36  0.753
N: 4.45 2.64 1.38  -0.828
C: 4.14 2.17 -0.99  0.094
C: 5.44 2.54 -1.35  -0.441
N: 5.95 2.28 -2.54  -0.644
C: 5.15 1.64 -3.39  -0.366
C: 3.86 1.28 -3.04  -0.174
N: 3.35 1.53 -1.84  -0.058
H: 3.91 2.78 3.35  0.309
H: 1.48 2.72 2.63  0.585
H: 6.06 3.06 -0.63  0.466
H: 5.54 1.41 -4.37  0.368
H: 3.22 0.76 -3.75  0.414

HOMO level (eV): -4.69
Total charge: -1
LUMO level (eV): 1.691
Orbital gap (eV): 6.38
ΔE to the lowest compared entry with this formula, charge and spin (eV): 0.000

# 3
DFT (ωB97M-V with the def2-TZVPD basis set) results for a molecular structure, C24H24AuClF6N2O5S2Si.

Last column: Mulliken charge in e.
Positions of all 66 atoms, in Å:
Au: -0.47 -0.94 -0.43  1.421
F: 1.30 -1.40 4.61  -0.247
C: 0.95 -1.14 3.36  0.728
F: 1.94 -1.50 2.55  -0.235
F: 0.76 0.18 3.23  -0.232
S: -0.63 -2.02 2.94  0.981
O: -1.12 -1.30 1.77  -0.761
O: -1.43 -1.91 4.12  -0.668
N: -0.20 -3.50 2.70  -0.591
S: 0.38 -4.13 1.39  0.962
O: 1.17 -5.27 1.70  -0.658
O: 0.86 -3.19 0.41  -0.558
C: -1.13 -4.84 0.59  0.661
F: -1.81 -5.62 1.42  -0.236
F: -0.77 -5.57 -0.47  -0.233
F: -1.95 -3.87 0.16  -0.204
Cl: -1.05 0.21 -5.96  -0.214
C: -0.46 -0.90 -4.77  -0.006
C: 0.41 -1.92 -5.12  -0.207
C: 0.85 -2.77 -4.13  -0.874
C: 0.42 -2.58 -2.83  -0.271
N: -0.42 -1.59 -2.51  -0.167
C: -0.86 -0.76 -3.46  -0.329
H: 0.73 -2.03 -6.15  0.459
H: 1.53 -3.59 -4.35  0.434
H: 0.73 -3.22 -2.01  0.473
H: -1.53 0.03 -3.16  0.506
C: 5.70 1.13 1.88  -0.432
C: 5.77 0.12 0.93  -0.662
C: 4.63 -0.24 0.22  -0.563
C: 3.43 0.43 0.44  0.577
C: 3.37 1.43 1.40  -0.006
C: 4.50 1.78 2.12  -0.889
C: 2.26 0.05 -0.37  -0.699
C: 1.11 0.70 -0.32  0.212
C: 0.49 1.89 -0.24  0.437
C: -0.71 2.05 0.69  1.359
C: -1.17 3.47 0.83  -1.042
C: -0.67 4.46 0.09  -0.331
C: 0.37 4.23 -0.91  -0.672
C: 0.90 3.01 -1.08  -0.931
H: 6.59 1.40 2.45  0.393
H: 6.70 -0.40 0.75  0.388
H: 4.68 -1.03 -0.51  0.404
H: 2.43 1.93 1.60  0.457
H: 4.44 2.56 2.87  0.408
H: 2.37 -0.86 -0.96  0.239
H: -0.43 1.66 1.68  -0.219
H: -1.95 3.66 1.55  0.470
H: -1.04 5.47 0.21  0.435
H: 0.72 5.06 -1.49  0.428
H: 1.69 2.82 -1.80  0.481
C: -3.97 2.80 -0.83  -1.272
Si: -3.43 1.33 0.20  0.918
C: -3.98 -0.27 -0.61  -0.880
C: -4.07 1.45 1.94  -1.182
O: -1.76 1.20 0.20  -0.555
H: -5.01 2.68 -1.14  0.445
H: -3.36 2.88 -1.73  0.317
H: -3.88 3.74 -0.29  0.319
H: -4.80 -0.73 -0.05  0.408
H: -3.16 -0.99 -0.63  -0.066
H: -4.32 -0.11 -1.63  0.325
H: -5.16 1.30 1.94  0.440
H: -3.88 2.41 2.41  0.326
H: -3.63 0.67 2.57  0.282

HOMO level (eV): -8.29
LUMO level (eV): -0.867
Orbital gap (eV): 7.42
ΔE to the lowest compared entry with this formula, charge and spin (eV): 1.068

# 4
DFT (ωB97M-V with the def2-TZVPD basis set) results for C3H3N3O2 in the gas phase in a non-equilibrium geometry.

Last column: Mulliken charge in e.
Positions of all 11 atoms, in Å:
O: -0.84 2.76 0.33  -0.558
C: -0.75 1.39 -0.06  0.406
C: -1.48 0.21 0.33  -0.114
N: -0.78 -0.81 0.34  -0.292
C: 0.43 -0.50 -0.39  0.426
N: 1.59 -1.24 -0.23  -0.377
O: 1.29 -2.37 0.63  -0.331
N: 0.18 0.83 -1.09  -0.239
H: -2.40 0.17 0.82  0.450
H: 1.99 -2.92 0.56  0.332
H: 0.78 1.59 -1.49  0.297

HOMO level (eV): -9.85
SMILES: O=C1C=N/C(=N\O)N1
LUMO level (eV): -1.404
Orbital gap (eV): 8.45
ΔE to the lowest compared entry with this formula, charge and spin (eV): 6.373

# 5
DFT (ωB97M-V with the def2-TZVPD basis set) results for 7 unconnected molecules or ions with the total composition C10H24Cl10N2O3 in a non-equilibrium geometry.

Last column: Mulliken charge in e.
Positions of all 49 atoms, in Å:
N: -0.25 0.36 -0.11  0.256
H: 0.47 0.53 -0.82  0.181
H: -0.24 1.17 0.52  0.549
H: -0.10 -0.48 0.45  0.213
H: -1.13 0.33 -0.63  -0.037
N: -1.10 1.89 3.22  0.812
O: -2.33 2.04 3.44  -0.642
O: -0.66 1.82 2.05  -0.692
O: -0.34 1.95 4.22  -0.551
Cl: -0.69 -1.23 4.05  -0.037
C: -2.28 -1.99 3.99  -0.604
C: -2.57 -2.70 2.68  -0.489
Cl: -2.29 -1.68 1.25  -0.075
H: -3.05 -1.27 4.28  0.322
H: -2.23 -2.77 4.76  0.316
H: -3.59 -3.09 2.68  0.322
H: -1.85 -3.52 2.64  0.279
Cl: 2.69 -1.25 4.94  -0.203
C: 3.36 0.23 4.24  -0.455
C: 2.87 0.33 2.82  0.073
Cl: 3.45 1.79 1.98  -0.228
H: 4.44 0.15 4.32  0.370
H: 3.02 1.07 4.84  0.311
H: 1.78 0.32 2.78  -0.207
H: 3.16 -0.54 2.24  0.337
Cl: 2.72 1.14 -1.27  -0.089
C: 4.29 1.49 -2.02  -0.634
C: 4.26 2.61 -3.02  -0.406
Cl: 3.06 2.30 -4.31  -0.181
H: 4.74 0.57 -2.39  0.320
H: 4.95 1.76 -1.19  0.305
H: 5.23 2.66 -3.52  0.312
H: 4.10 3.59 -2.57  0.317
Cl: -1.14 -1.38 -3.69  -0.131
C: 0.51 -2.07 -3.72  -0.358
C: 0.59 -3.23 -2.74  -0.442
Cl: 1.06 -2.68 -1.12  -0.146
H: 1.22 -1.31 -3.39  0.128
H: 0.75 -2.34 -4.74  0.348
H: 1.25 -4.01 -3.13  0.335
H: -0.37 -3.72 -2.61  0.297
Cl: -3.14 0.44 -1.66  -0.251
C: -4.46 0.69 -2.85  -0.493
C: -5.04 2.06 -2.57  -0.442
Cl: -6.03 2.69 -3.90  -0.196
H: -5.19 -0.10 -2.68  0.325
H: -3.95 0.59 -3.80  0.311
H: -4.28 2.80 -2.33  0.320
H: -5.62 2.01 -1.64  0.330

HOMO level (eV): -7.71
LUMO level (eV): 0.162
Orbital gap (eV): 7.88
ΔE to the lowest compared entry with this formula, charge and spin (eV): 0.000

# 6
DFT (ωB97M-V with the def2-TZVPD basis set) results for C7H9NO4 in the gas phase in a non-equilibrium geometry.

Last column: Mulliken charge in e.
Positions of all 21 atoms, in Å:
C: 1.56 2.44 0.49  -0.856
O: 1.40 1.07 0.56  -0.390
C: 0.01 0.18 0.20  0.806
N: -0.85 0.40 1.38  1.018
O: -2.05 0.52 1.19  -0.587
O: -0.30 0.44 2.48  -0.627
C: -0.70 0.59 -1.00  -1.031
C: -1.24 -0.33 -1.81  -0.265
C: -1.14 -1.75 -1.56  -0.549
C: -0.34 -2.23 -0.59  -0.581
C: 0.52 -1.32 0.23  0.279
O: 0.75 -1.85 1.53  -0.599
H: 0.70 2.83 0.91  0.379
H: 1.66 2.71 -0.56  0.240
H: 2.32 2.58 1.12  0.342
H: -0.75 1.55 -1.25  0.599
H: -1.86 -0.21 -2.71  0.336
H: -1.69 -2.24 -2.28  0.438
H: 0.03 -3.23 -0.24  0.299
H: 1.46 -1.02 -0.26  0.306
H: 0.51 -1.15 2.17  0.441

HOMO level (eV): -9.31
SMILES: CO[C@@]1([N+](=O)[O-])C=CC=C[C@@H]1O
LUMO level (eV): -0.318
Orbital gap (eV): 8.99
ΔE to the lowest compared entry with this formula, charge and spin (eV): 6.419

The lowest orbital gap belongs to which entry?
C28H24N8NaO6S

Look up the ΔE to the lowest compared entry with this formula, charge and spin of the third one.
1.068 eV